No. 1
{"formula": "C30H47ClF2O8PS2Si", "method": "ωB97M-V/def2-TZVPD", "e_lumo_ev": 1.86, "relative_energy_kcal_mol": 0.0, "energy_ev": -105047.9924, "homo_ev": -5.0, "homo_lumo_gap_ha": 0.250, "charge": -1, "symbols": ["Cl", "S", "S", "P", "Si", "F", "F", "O", "O", "O", "O", "O", "O", "O", "O", "C", "C", "C", "C", "C", "C", "C", "C", "C", "C", "C", "C", "C", "C", "C", "C", "C", "C", "C", "C", "C", "C", "C", "C", "C", "C", "C", "C", "C", "C", "H", "H", "H", "H", "H", "H", "H", "H", "H", "H", "H", "H", "H", "H", "H", "H", "H", "H", "H", "H", "H", "H", "H", "H", "H", "H", "H", "H", "H", "H", "H", "H", "H", "H", "H", "H", "H", "H", "H", "H", "H", "H", "H", "H", "H", "H", "H"], "xyz": [[-0.1969, 2.8290, -1.5873], [-2.7062, -2.6156, 1.6833], [-0.4238, -1.8604, -3.6561], [-0.4874, -2.1427, -1.4213], [5.1405, 2.1051, -1.3019], [-2.6807, 2.4269, 8.2216], [-6.8878, 1.9440, 1.5429], [-2.0144, -1.2491, -1.4103], [-4.4967, 1.9191, 6.9778], [-3.8142, -0.0024, 6.0613], [-0.5263, -2.0667, 0.3456], [-10.9038, 0.0659, 1.4974], [-9.0623, 1.3640, 1.7002], [-5.7259, 0.9411, 5.3514], [-8.8518, -0.8688, 1.5448], [1.0069, -3.3107, -1.3243], [-2.2167, -0.4681, -0.2868], [-7.7354, 1.0412, 2.0890], [3.5201, 2.2533, 1.0426], [5.1120, 3.9856, -1.5022], [-9.7255, 0.1734, 1.5697], [5.0732, 1.2443, -2.9796], [-7.5261, -0.3178, 1.5128], [2.0679, -0.0590, 0.4925], [3.0369, 0.3846, -0.4038], [-4.7752, 0.9501, 6.0575], [-1.4047, 0.8410, -0.1983], [5.2941, -1.3356, -2.8675], [-3.7223, -0.2964, -0.0712], [2.2840, -2.8112, -2.0357], [3.9307, -3.1901, -4.0002], [2.6331, -3.6385, -3.2691], [-4.0762, 0.7510, 2.3383], [3.7752, 1.5276, -0.1231], [-2.3568, 1.5120, -2.5275], [1.8399, 0.6491, 1.6579], [-1.5993, -1.3653, 0.8812], [-4.0233, 0.3816, 1.1981], [-2.7622, 0.4340, 6.9255], [6.7719, 1.7177, -0.4089], [2.5510, 1.8068, 1.9253], [-1.7679, 1.9578, -1.1921], [5.9857, 0.0045, -3.1470], [-3.4839, 1.4093, 7.8257], [4.2267, -1.6763, -3.9222], [1.2296, -3.5707, -0.2873], [-3.0877, -3.3707, 0.6395], [-2.2029, 2.3251, -3.2431], [-6.8344, -0.9211, 2.0949], [-4.1568, 0.3252, -0.8611], [2.2088, -1.7457, -2.2542], [0.6847, -4.2388, -1.8067], [-4.2316, -1.2547, -0.1378], [6.3090, -0.0239, -4.1931], [4.2962, 4.3455, -2.1286], [-0.3443, 0.6059, -0.2372], [5.0845, 4.4539, -0.5156], [-1.9870, 0.9268, 6.3372], [4.7818, -3.7599, -3.6181], [-7.6642, 1.0816, 3.1777], [0.3085, -0.9523, -1.3652], [6.0647, 4.2875, -1.9493], [7.6457, 2.0421, -0.9725], [3.3173, -1.0926, -3.7857], [-3.4368, 1.3765, -2.4724], [4.9026, -1.3953, -1.8487], [-1.5864, 1.2341, 0.8068], [-3.9450, 0.9573, 8.7058], [6.7150, 2.1725, 0.5827], [3.1917, -0.1835, -1.3112], [6.9037, 0.0612, -2.5565], [2.3698, 2.3635, 2.8387], [4.0353, 0.9839, -3.2088], [-2.3839, 2.7307, -0.7402], [-4.1030, 0.9721, 3.3754], [-7.1754, -0.2706, 0.4808], [6.0647, -2.1109, -2.9401], [3.1243, -2.9342, -1.3368], [2.7717, -4.6762, -2.9459], [1.8187, -3.6618, -3.9934], [4.6449, -1.3716, -4.8886], [6.7908, 0.6366, -0.2442], [1.0943, 0.2829, 2.3544], [-1.8621, 0.6343, -2.9381], [1.5137, -0.9636, 0.2684], [5.3530, 1.9684, -3.7521], [-1.3258, -3.3065, -1.5265], [-1.2547, -0.7373, 1.7068], [4.0855, 3.1562, 1.2431], [3.8301, -3.4547, -5.0567], [-2.3282, -0.4062, 7.4608], [0.4739, -0.8664, -3.7633]], "forces_ev_per_a": [[-0.13, 0.11, 0.18], [-0.43, 0.16, 0.57], [-0.27, -0.49, -0.63], [0.47, -0.22, 0.60], [0.18, 0.13, 0.39], [-0.06, 0.01, 0.00], [-0.18, 0.17, 0.07], [-0.04, 0.72, -0.12], [-0.08, -0.36, 0.15], [-0.01, 0.15, 0.13], [-0.44, 0.39, -0.06], [-0.01, 0.03, -0.05], [-0.14, -0.65, 0.20], [-0.04, 0.10, 0.00], [-0.13, 0.50, 0.05], [0.37, 0.34, -0.66], [0.55, -1.26, 1.28], [0.25, 0.68, -0.02], [-0.13, -0.40, -0.18], [0.25, -0.37, 0.03], [-0.01, -0.05, -0.12], [0.26, -0.08, 0.06], [0.28, -0.78, -0.13], [0.32, -0.27, -0.26], [-0.33, 0.02, 0.48], [-0.04, -0.02, -0.20], [-0.80, 0.41, 0.18], [0.17, 0.06, -0.35], [-0.58, 1.32, -0.37], [0.03, -0.78, 0.62], [-0.72, 0.21, 0.11], [0.54, 0.02, -0.32], [-0.04, 0.00, -0.01], [0.55, 0.44, -0.84], [0.23, 0.71, -0.39], [-0.20, -0.19, 0.06], [0.22, -0.77, -0.66], [0.45, -0.78, 0.23], [0.19, -0.25, 0.00], [-0.80, -0.24, -0.16], [0.16, 0.34, 0.33], [0.59, -0.52, -0.53], [-0.39, -0.13, -0.16], [0.12, 0.27, -0.14], [0.65, -0.35, -0.06], [-0.20, 0.20, 0.06], [0.34, 0.27, -0.21], [-0.08, -0.01, 0.04], [-0.14, -0.11, 0.03], [0.21, -0.16, -0.19], [-0.14, -0.01, -0.10], [-0.11, 0.05, -0.01], [0.14, -0.12, 0.18], [0.07, -0.07, 0.03], [-0.05, 0.07, 0.11], [-0.09, -0.04, -0.25], [-0.21, 0.08, -0.07], [-0.03, 0.13, 0.07], [0.09, 0.14, 0.03], [0.14, 0.14, -0.02], [-0.15, -0.06, -0.32], [-0.08, 0.01, -0.12], [0.12, -0.01, 0.17], [-0.06, -0.05, -0.02], [0.05, -0.30, 0.12], [-0.06, 0.08, -0.01], [0.10, 0.04, -0.02], [0.06, 0.09, 0.07], [0.25, 0.16, -0.08], [0.07, 0.09, -0.03], [-0.09, 0.22, 0.09], [-0.08, -0.03, -0.02], [0.02, -0.03, 0.00], [-0.03, -0.06, 0.08], [-0.17, 0.22, -0.02], [0.00, 0.15, 0.01], [-0.02, -0.02, 0.08], [0.03, 0.26, -0.05], [-0.06, 0.01, 0.00], [-0.19, 0.24, 0.20], [-0.04, 0.07, 0.02], [0.25, 0.02, -0.06], [0.00, 0.07, 0.03], [-0.15, -0.14, 0.20], [-0.04, 0.11, 0.19], [-0.02, 0.16, 0.17], [-0.06, 0.19, -0.26], [-0.20, -0.10, 0.18], [-0.05, 0.03, 0.12], [0.03, -0.12, 0.06], [-0.15, -0.11, -0.09], [-0.02, -0.07, 0.27]]}

***

No. 2
{"formula": "C30H47N2O10S", "method": "ωB97M-V/def2-TZVPD", "e_lumo_ev": -3.98, "energy_ev": -66156.2566, "homo_ev": -11.5, "homo_lumo_gap_ha": 0.276, "charge": 1, "symbols": ["S", "O", "O", "O", "O", "O", "O", "O", "O", "O", "O", "N", "N", "C", "C", "C", "C", "C", "C", "C", "C", "C", "C", "C", "C", "C", "C", "C", "C", "C", "C", "C", "C", "C", "C", "C", "C", "C", "C", "C", "C", "C", "C", "H", "H", "H", "H", "H", "H", "H", "H", "H", "H", "H", "H", "H", "H", "H", "H", "H", "H", "H", "H", "H", "H", "H", "H", "H", "H", "H", "H", "H", "H", "H", "H", "H", "H", "H", "H", "H", "H", "H", "H", "H", "H", "H", "H", "H", "H", "H"], "xyz": [[-4.0571, 0.9034, -5.3253], [-5.0830, 0.8001, -4.3384], [-3.2251, 2.2323, -5.0349], [-4.4566, 0.8648, -6.6978], [-2.2545, 1.9303, -8.8417], [-0.5076, 0.0802, -2.0916], [-1.2200, 2.0412, -1.2342], [2.1544, -0.2213, 3.4935], [-1.6147, 1.3257, 5.2344], [-2.8216, -0.8991, -0.2678], [0.3942, 3.5991, -4.2920], [1.8444, 1.8605, -4.0316], [-0.9822, -0.6826, 2.8332], [-3.1708, 2.0899, -9.9222], [2.1020, -4.2117, 1.6691], [-0.8847, 0.8995, -1.1018], [1.5269, 3.1807, -4.3984], [2.1036, -1.2498, 5.6439], [-1.1732, -1.2856, 4.1775], [-1.8924, -1.0636, 1.9190], [-2.7491, 0.6424, 4.7099], [1.9689, -2.6160, 3.6307], [1.2420, 1.6061, 0.8034], [1.0059, 0.6034, 3.5882], [1.8183, -3.7180, 4.4730], [1.8116, -3.5986, 5.8551], [1.9624, -2.2281, 7.9688], [2.7040, 1.7284, -2.8483], [3.0769, -1.9188, 1.4390], [1.9659, -2.3591, 6.4699], [0.1247, 0.6797, 1.2101], [-1.1155, 0.3364, -3.3723], [2.0870, -1.3759, 4.2635], [0.0139, 0.1881, 2.5232], [2.6341, 4.0178, -4.9754], [-2.4887, -0.8464, 4.8261], [-1.8550, -0.5797, 0.6339], [2.0927, 2.2553, -1.5391], [-0.8347, 0.2997, 0.2787], [1.9523, -2.7517, 2.1140], [-2.8692, -0.3896, -5.0344], [2.0260, 1.1714, -0.4574], [-2.4102, -0.4273, -3.5641], [3.4021, 3.4276, -5.4678], [2.9512, -4.6650, 2.1845], [1.6791, -4.4752, 6.4757], [0.9809, -2.4079, 1.7374], [-2.7254, 2.1603, -8.0368], [-2.6729, -1.7430, 2.2304], [3.6095, 2.2966, -3.0676], [3.8094, -1.6110, 2.1823], [1.3184, 1.6283, 3.4132], [-2.6380, 1.8309, -10.8333], [3.0872, 4.6507, -4.2116], [-0.3567, -1.0074, 4.8259], [-4.0310, 1.4265, -9.8103], [-0.3847, 0.0148, -4.1166], [1.6942, -4.7084, 4.0589], [1.2296, -4.8214, 1.9067], [-3.5199, 3.1220, -9.9981], [-1.2719, 1.4052, -3.5148], [-2.4529, -1.1193, 5.8804], [-3.3307, -1.3844, 4.3848], [3.0523, 0.9505, -0.1661], [-2.3003, -1.4668, -3.2595], [-3.1975, 0.0385, -2.9692], [1.4449, -1.3128, 8.2586], [1.9659, 1.7175, 1.6021], [1.4020, -3.0501, 8.4113], [-2.0484, -0.2736, -5.7419], [-2.3906, 2.1980, -5.5280], [3.0165, 0.6882, -2.7567], [2.6900, 3.0903, -1.1659], [0.8042, 2.5961, 0.6446], [-1.8834, 2.1774, 5.5889], [0.5493, 0.6032, 4.5735], [2.2259, -0.2572, 6.0638], [-1.1257, -2.3669, 4.0612], [1.0928, 2.6630, -1.7084], [2.1789, 4.6833, -5.7062], [0.9422, 1.4263, -3.8630], [-2.9245, 0.9381, 3.6697], [3.5892, -2.5173, 0.6896], [2.2930, -4.2658, 0.5999], [-3.4491, -1.2876, -5.2377], [2.6775, -1.0182, 0.9818], [2.9702, -2.1990, 8.3779], [-2.8518, -1.8534, -0.4062], [-3.6488, 0.8953, 5.2723], [1.6013, 0.2691, -0.8989]], "forces_ev_per_a": [[-0.97, -0.48, -0.44], [0.45, 0.37, 0.27], [0.01, -0.27, 0.23], [0.58, 0.18, -0.04], [0.10, 0.06, 0.03], [-0.62, -0.38, 0.45], [-0.23, -0.17, 0.03], [0.03, 0.20, 0.08], [0.06, -0.06, -0.05], [0.22, 0.03, -0.06], [-0.20, -0.21, -0.30], [-0.58, 0.09, 0.23], [0.18, 0.11, -0.29], [0.02, -0.04, 0.12], [-0.02, -0.05, 0.34], [0.19, 0.57, -0.12], [0.20, 0.03, 0.04], [0.10, 0.08, -0.02], [-0.13, 0.08, 0.58], [0.00, 0.08, -0.19], [0.00, 0.08, 0.21], [-0.25, 0.05, -0.01], [0.22, 0.15, -0.07], [-0.03, -0.02, -0.03], [0.04, -0.03, 0.14], [-0.03, 0.20, 0.04], [-0.40, 0.16, -0.19], [0.51, 0.42, -0.37], [-0.22, -0.08, 0.41], [-0.02, -0.08, -0.07], [-0.04, -0.18, 0.27], [0.19, 0.12, -0.82], [-0.10, -0.31, 0.00], [-0.25, 0.02, 0.04], [-0.01, 0.20, -0.10], [-0.18, -0.01, -0.35], [0.14, -0.07, 0.11], [-0.13, -0.07, 0.20], [0.06, -0.23, -0.11], [0.44, -0.21, -0.27], [-0.04, 0.12, 0.64], [-0.01, 0.34, -0.20], [-0.17, 0.31, -0.12], [0.04, -0.10, 0.13], [0.09, -0.01, -0.13], [0.02, -0.08, -0.05], [0.00, 0.14, 0.03], [-0.19, -0.07, -0.06], [0.07, -0.02, 0.11], [0.09, -0.12, -0.02], [0.11, 0.03, -0.08], [-0.02, -0.01, -0.08], [0.01, 0.00, -0.01], [0.02, -0.05, 0.07], [0.16, 0.01, -0.13], [-0.01, 0.00, -0.03], [0.05, -0.17, 0.13], [0.03, 0.03, -0.09], [-0.06, 0.02, -0.07], [-0.01, 0.00, -0.04], [0.05, 0.08, 0.22], [0.09, -0.09, -0.01], [-0.06, 0.01, 0.04], [-0.03, -0.28, 0.03], [0.11, 0.00, 0.05], [0.01, -0.23, 0.21], [0.14, 0.07, 0.06], [-0.10, -0.02, 0.13], [0.19, -0.10, 0.09], [-0.06, -0.17, -0.16], [0.00, 0.32, -0.10], [-0.11, -0.06, 0.01], [-0.02, 0.02, 0.04], [-0.04, -0.01, -0.07], [0.00, 0.05, -0.03], [0.05, -0.08, 0.04], [-0.01, -0.01, 0.06], [0.01, -0.01, -0.08], [0.04, -0.04, -0.18], [0.01, 0.04, 0.03], [0.23, -0.06, 0.16], [0.03, 0.00, -0.03], [-0.02, 0.07, -0.12], [-0.13, -0.01, -0.05], [0.11, -0.02, -0.34], [0.09, 0.02, -0.08], [0.03, -0.07, 0.04], [-0.16, -0.01, 0.01], [-0.03, -0.03, 0.00], [0.08, -0.11, 0.09]]}